DFT (ωB97M-V/def2-TZVPD) results for C32H28CdN10O2Se as an isolated structure in a non-equilibrium geometry.

Each line ends with the Löwdin charge.
Element x y z (Å)
Cd: 0.6600 -0.7687 -0.5309  1.443
O: 0.6001 0.6740 1.0913  -0.275
C: 0.8036 0.2222 2.3047  -0.438
C: 1.9276 0.6913 3.0461  -0.026
C: 2.1412 0.2704 4.3341  -0.112
C: 1.2479 -0.5677 4.9858  -0.106
C: 0.1369 -0.9994 4.2738  -0.056
C: -0.1024 -0.6139 2.9609  -0.130
C: -1.2679 -1.1837 2.1927  -0.302
N: -1.0375 -1.8848 1.1733  0.056
C: -2.1393 -2.5654 0.4965  -0.204
C: -2.4410 -1.8339 -0.8045  -0.219
N: -1.1722 -1.7361 -1.5450  -0.048
C: -1.2944 -1.7858 -2.8145  -0.135
C: -0.2528 -1.6560 -3.8072  -0.161
C: -0.6849 -1.7388 -5.1314  -0.077
C: 0.1418 -1.6496 -6.2067  -0.116
C: 1.4820 -1.3854 -5.9355  -0.103
C: 1.9541 -1.3234 -4.6632  -0.037
C: 1.1315 -1.5047 -3.5227  -0.407
O: 1.6586 -1.5997 -2.3613  -0.185
H: 2.5844 1.3700 2.5623  0.098
H: 2.9975 0.6455 4.9043  0.102
H: 1.3203 -0.7935 6.0409  0.092
H: -0.5590 -1.6724 4.7327  0.099
H: -3.2805 -0.9715 2.0202  0.108
H: -1.7767 -3.5553 0.2519  0.112
H: -3.0770 -2.6147 1.0601  0.106
H: -3.1823 -2.3377 -1.3882  0.101
H: -2.8137 -0.8097 -0.6413  0.097
H: -2.2676 -2.0374 -3.2415  0.121
H: -1.7482 -1.8749 -5.3472  0.112
H: -0.1868 -1.7848 -7.2068  0.086
H: 2.1576 -1.2324 -6.7806  0.105
H: 3.0087 -1.2006 -4.4421  0.106
N: 4.9779 -0.9607 0.2831  0.111
C: 4.7567 -1.8660 1.2699  -0.089
C: 3.4232 -2.0987 1.2471  -0.120
N: 2.8232 -1.3426 0.2827  0.056
C: 3.7759 -0.6549 -0.3035  -0.264
C: 3.5274 0.3509 -1.2979  -0.306
N: 2.3557 0.8654 -1.5230  0.071
C: 2.5324 1.8357 -2.4887  -0.113
C: 3.8300 1.8925 -2.8479  -0.091
N: 4.4808 0.9624 -2.0677  0.112
H: 5.8587 -0.5099 0.1004  0.154
H: 5.5295 -2.2685 1.9228  0.121
H: 2.8692 -2.7617 1.8907  0.113
H: 1.7025 2.4241 -2.8915  0.113
H: 4.3924 2.4549 -3.5854  0.116
H: 5.4330 0.6856 -2.2277  0.150
Se: -4.4521 3.2444 1.6901  1.025
N: -4.1558 4.1388 0.1093  -0.330
C: -3.2795 3.4148 -0.6154  -0.410
C: -2.8822 3.6602 -1.9669  -0.030
C: -2.0451 2.8049 -2.5900  -0.081
C: -1.6406 1.6381 -1.9269  -0.171
N: -1.9337 1.3588 -0.6606  0.105
C: -2.6448 2.2681 -0.0364  -0.326
N: -2.8063 2.3006 1.3966  -0.230
H: -3.2957 4.5114 -2.5029  0.112
H: -1.8151 2.9013 -3.6339  0.101
H: -1.0975 0.8667 -2.4401  0.068
C: -2.5030 1.5633 4.6472  -0.075
C: -3.0359 0.2024 4.8486  -0.062
C: -2.9964 -0.8303 4.0080  -0.108
N: -2.5344 -0.7347 2.6441  0.086
C: -1.8454 1.9798 2.2234  -0.071
C: -1.9837 2.2557 3.6478  -0.083
H: -2.5323 2.1677 5.5466  0.103
H: -3.4624 -0.0018 5.8044  0.094
H: -3.4308 -1.7650 4.3643  0.115
H: -0.9490 1.5866 1.7521  0.098
H: -1.6165 3.2680 3.8662  0.130

Forces on atoms 1 to 3 (eV/Å):
-0.2 -0.1 0.1
0.0 -0.1 0.0
0.8 1.0 -0.1

The spin multiplicity is 1. The calculation puts the HOMO-LUMO gap at 6.55 eV. The calculation puts the energy relative to the best compared isomer or geometry (same formula, charge and spin) at 54.8 kcal/mol.


DFT (ωB97M-V/def2-TZVPD) results for C27H35BrCaN4P2 as an isolated structure in a non-equilibrium geometry.

Each line ends with the Löwdin charge.
Element x y z (Å)
Ca: -1.1474 0.0926 1.5439  1.371
C: -2.7942 -3.7958 -0.8072  -0.126
C: -1.5930 -3.5709 -1.3645  -0.157
C: -1.2646 -3.1641 -2.7646  -0.162
C: -2.2357 -2.0532 -3.3028  -0.175
C: -2.5555 -1.0334 -2.2467  -0.112
C: -3.6231 -1.1515 -1.4287  -0.123
C: -4.6788 -2.2496 -1.4869  -0.169
C: -4.0816 -3.6922 -1.5512  -0.190
C: 1.1435 3.2578 3.0771  -0.363
H: -2.8476 -4.2828 0.1893  0.110
H: -0.7391 -4.0441 -0.8945  0.101
H: -1.3366 -4.0818 -3.3885  0.127
H: -0.2152 -2.8252 -2.8640  0.109
H: -1.8414 -1.6490 -4.2504  0.118
H: -3.1784 -2.5179 -3.6002  0.091
H: -2.0004 -0.0723 -2.2904  0.100
H: -3.9921 -0.2771 -0.9075  0.087
H: -5.3097 -2.0712 -2.3809  0.122
H: -5.3639 -2.2106 -0.6224  0.107
H: -4.8168 -4.4468 -1.2314  0.116
H: -3.8857 -3.9704 -2.5918  0.097
H: 0.8963 2.8701 4.1107  -0.099
H: 0.6424 4.2063 2.8858  -0.105
H: 2.2620 3.4262 2.9883  -0.043
P: 0.8603 2.4119 0.5015  0.961
P: 2.4257 -0.0843 1.2221  0.861
N: -0.9053 2.8322 0.5031  -0.277
N: 1.5213 3.7662 -0.3757  -0.231
N: 0.9882 -1.3232 1.6993  -0.300
N: 3.6842 -1.2516 1.1888  -0.297
C: 0.7297 1.0152 -0.7904  -0.451
C: 1.9666 0.0605 -0.5988  -0.399
C: -1.7464 2.9832 1.6592  -0.209
C: -2.9891 3.4217 1.2246  -0.092
C: -2.9729 3.4271 -0.2171  -0.099
C: -1.6952 3.1006 -0.6199  -0.146
C: 1.6153 5.0991 0.0835  -0.126
C: 2.2759 5.8645 -0.8457  -0.081
C: 2.6568 4.9661 -1.9447  -0.083
C: 2.2050 3.7120 -1.5981  -0.157
C: 0.5433 -1.7132 2.9938  -0.314
C: -0.6924 -2.3156 2.8401  -0.153
C: -0.7245 -2.7492 1.4784  -0.164
C: 0.3093 -2.1649 0.8069  -0.241
C: 3.8001 -2.5943 0.8159  -0.145
C: 5.0986 -3.0601 1.0836  -0.088
C: 5.8060 -1.9602 1.7133  -0.104
C: 4.9218 -0.9197 1.8283  -0.146
H: 0.6186 1.3948 -1.8303  0.060
H: -0.2079 0.4584 -0.6415  -0.001
H: 1.7136 -0.9515 -1.0404  0.059
H: 2.8052 0.4681 -1.1943  0.080
H: -1.2886 2.9945 2.6381  0.074
H: -3.8265 3.7494 1.8566  0.104
H: -3.8281 3.6387 -0.8508  0.094
H: -1.2571 3.0901 -1.6206  0.116
H: 1.1626 5.3619 1.0294  0.095
H: 2.4934 6.9213 -0.7782  0.090
H: 3.1948 5.2756 -2.8308  0.088
H: 2.3118 2.7629 -2.1133  0.088
H: 1.0426 -1.2996 3.8729  -0.136
H: -1.4010 -2.5681 3.6399  0.110
H: -1.4252 -3.4507 1.0473  0.054
H: 0.6112 -2.3038 -0.2228  0.089
H: 2.9670 -3.1980 0.4730  0.090
H: 5.5194 -4.0513 0.8948  0.089
H: 6.8492 -1.9515 2.0143  0.092
H: 4.9957 0.0328 2.3220  0.092
Br: 1.8237 0.4090 3.8621  0.220

Forces on atoms 1 to 3 (eV/Å):
1.2 0.1 0.6
0.7 -1.1 -0.1
-0.2 -1.6 0.2

The spin multiplicity is 1. The calculation puts the HOMO-LUMO gap (spin up / spin down) at 3.55 / 3.55 eV. The calculation puts the energy relative to the best compared isomer or geometry (same formula, charge and spin) at 126.0 kcal/mol.


DFT (ωB97M-V/def2-TZVPD) results for C24H51AsBr4O5PPtSbSi3 as an isolated structure in a non-equilibrium geometry.

Each line ends with the Löwdin charge.
Element x y z (Å)
Pt: -0.1665 0.1325 -1.2233  0.605
Br: 3.0970 6.0721 -3.3530  0.694
C: 2.7746 4.2943 -2.7842  -0.761
C: 3.8191 3.3895 -2.6578  -0.765
Br: 5.5971 3.9098 -3.0414  0.698
C: 3.5462 2.0953 -2.2133  -0.642
Br: 4.9231 0.8140 -1.9804  0.767
C: 2.2569 1.6707 -1.8838  -0.447
O: 2.0265 0.4777 -1.3880  -0.343
C: 1.1836 2.5895 -2.0461  -0.438
O: -0.0503 2.2173 -1.7689  -0.383
C: 1.4759 3.8809 -2.4794  -0.634
Br: -0.0055 5.0529 -2.6515  0.771
C: -4.0226 -0.3186 -2.1233  -0.265
As: -2.3947 0.7639 -2.0800  1.012
C: -2.0606 0.7717 -3.9966  -0.285
C: -3.1213 2.5559 -1.9092  -0.245
H: -3.7738 -1.3369 -2.4217  0.007
H: -4.7033 0.1102 -2.8581  0.034
H: -4.5142 -0.3558 -1.1529  0.016
H: -2.9369 1.1324 -4.5386  0.034
H: -1.8087 -0.2325 -4.3343  0.012
H: -1.2164 1.4292 -4.1997  0.031
H: -3.5436 2.7357 -0.9218  0.024
H: -3.8905 2.6798 -2.6700  0.040
H: -2.3090 3.2613 -2.0834  -0.015
C: -1.6290 -4.6204 -3.7857  -0.061
C: -1.2219 -3.2386 -3.3224  -0.283
O: -0.3928 -3.3889 -2.1618  -0.264
P: -0.1188 -2.1700 -1.1359  0.572
O: 1.1543 -2.7902 -0.4055  -0.297
C: 2.3631 -3.2253 -1.0669  -0.233
C: 2.7000 -2.4566 -2.3284  -0.082
O: -1.2397 -2.4025 0.0010  -0.353
C: -1.6568 -3.7100 0.4320  -0.264
C: -3.0899 -3.9514 0.0014  -0.058
H: -2.3224 -4.5518 -4.6233  0.084
H: -2.1123 -5.1606 -2.9712  0.073
H: -0.7516 -5.1837 -4.1014  0.083
H: -2.1013 -2.6334 -3.0782  0.086
H: -0.6590 -2.7163 -4.1000  0.118
H: 2.2541 -4.2899 -1.2869  0.119
H: 3.1479 -3.1011 -0.3211  0.117
H: 1.9764 -2.6740 -3.1179  0.069
H: 3.6882 -2.7585 -2.6749  0.087
H: 2.7090 -1.3834 -2.1330  0.030
H: -1.5655 -3.7259 1.5185  0.116
H: -0.9942 -4.4694 0.0145  0.114
H: -3.7452 -3.1909 0.4267  0.075
H: -3.4280 -4.9315 0.3395  0.083
H: -3.1703 -3.9091 -1.0863  0.062
C: 1.5519 -0.6637 4.7062  -0.226
Si: 1.7230 -1.2315 2.9089  0.371
C: 3.4821 -0.9434 2.2814  -0.224
C: 1.2817 -3.0695 2.9025  -0.206
Sb: 0.3854 0.4119 1.3800  0.907
Si: 1.6069 2.6916 1.7908  0.393
C: 3.4108 2.5960 1.2348  -0.202
C: 0.6611 4.0836 0.9374  -0.214
C: 1.5971 3.0074 3.6603  -0.234
Si: -1.8953 0.9628 2.5087  0.346
C: -1.9585 0.4421 4.3266  -0.234
C: -3.2504 0.0569 1.5339  -0.236
C: -2.2757 2.8097 2.3554  -0.223
H: 2.3801 -1.0552 5.3037  0.033
H: 0.6237 -1.0319 5.1465  0.016
H: 1.5568 0.4221 4.7975  -0.005
H: 4.1623 -1.7539 2.5536  0.031
H: 3.8845 -0.0146 2.6905  0.022
H: 3.4879 -0.8463 1.1920  0.013
H: 2.1242 -3.6459 3.2924  0.034
H: 1.0623 -3.4314 1.8994  -0.003
H: 0.4174 -3.2713 3.5379  0.025
H: 3.6880 3.4801 0.6563  0.037
H: 3.5888 1.7227 0.6069  -0.014
H: 4.0808 2.5342 2.0949  0.030
H: 0.0378 3.7001 0.1285  -0.011
H: 1.3577 4.8025 0.5006  0.036
H: 0.0184 4.6214 1.6362  0.026
H: 2.2837 2.3313 4.1726  0.010
H: 0.6045 2.8801 4.0975  0.010
H: 1.9275 4.0296 3.8651  0.033
H: -1.8593 -0.6400 4.4334  0.021
H: -2.9116 0.7383 4.7731  0.028
H: -1.1596 0.9099 4.9043  0.014
H: -2.8052 -0.6977 0.8827  -0.022
H: -3.7891 0.7680 0.9022  0.009
H: -3.9768 -0.4294 2.1884  0.032
H: -1.6386 3.4212 2.9959  0.017
H: -3.3163 3.0063 2.6255  0.034
H: -2.1261 3.1365 1.3237  0.013

Forces on atoms 1 to 3 (eV/Å):
0.8 1.0 -2.3
0.0 -0.1 0.0
0.1 0.1 0.0

The spin multiplicity is 1. The calculation puts the HOMO-LUMO gap (spin up / spin down) at 5.85 / 5.85 eV. The calculation puts the energy relative to the best compared isomer or geometry (same formula, charge and spin) at 29.7 kcal/mol.


DFT (ωB97M-V/def2-TZVPD) results for one molecule with the formula C4H5NO.

Each line ends with the Löwdin charge.
Element x y z (Å)
O: -1.1663 2.1860 0.8985  0.139
C: -0.3495 1.4342 0.4878  -0.295
C: -1.1795 -0.9277 -0.5085  -0.004
C: 0.1424 -1.1266 -0.2601  -0.219
C: 1.0098 -0.2120 0.3817  -0.123
N: 0.8926 1.2004 0.2282  0.057
H: -1.6955 -1.5201 -1.2614  0.051
H: -1.7952 -0.2668 0.0906  0.040
H: 0.6091 -2.0546 -0.6049  0.096
H: 1.9653 -0.5302 0.7871  0.097
H: 1.5667 1.8174 -0.2392  0.162

Forces on atoms 1 to 3 (eV/Å):
0.5 -0.2 -0.3
-0.6 0.4 0.4
0.0 -0.1 -0.1

The spin multiplicity is 1. The calculation puts the HOMO-LUMO gap (spin up / spin down) at 7.66 / 7.28 eV. The calculation puts the energy relative to the best compared isomer or geometry (same formula, charge and spin) at 91.8 kcal/mol.


DFT (ωB97M-V/def2-TZVPD) results for one molecule with the formula C14H13N3O5 in a non-equilibrium geometry.

Each line ends with the Löwdin charge.
Element x y z (Å)
C: -0.1444 -3.6784 1.0476  -0.085
H: -0.8715 -2.9214 1.3588  0.091
O: 0.5674 -3.2686 -0.0956  -0.079
C: 1.2887 -2.1200 -0.0354  -0.270
C: 1.4117 -1.3166 1.0948  -0.005
C: 2.1302 -0.1387 1.0276  -0.024
C: 2.7470 0.2505 -0.1553  -0.170
C: 2.6747 -0.5837 -1.2673  -0.002
C: 1.9449 -1.7498 -1.2113  0.013
H: 1.8566 -2.3939 -2.0716  0.120
H: 3.1745 -0.2953 -2.1794  0.125
C: 3.4687 1.5426 -0.2394  -0.411
O: 4.6299 1.6795 -0.5347  0.110
N: 2.7021 2.6605 0.0745  0.199
C: 1.3470 2.7617 0.1457  -0.372
N: 0.6872 3.8356 0.4620  0.090
N: -0.6212 3.5190 0.3988  0.099
C: -0.6973 2.2729 0.0428  -0.255
C: -1.8708 1.4641 -0.1391  -0.187
C: -3.1127 1.9799 -0.1219  -0.046
O: -4.2403 1.2396 -0.2380  -0.050
C: -4.0065 -0.1517 -0.1479  -0.145
H: -4.8864 -0.6467 -0.5609  0.133
C: -2.7369 -0.5255 -0.9200  -0.146
H: -2.5349 -1.5956 -0.8641  0.132
O: -1.6215 0.1244 -0.3568  -0.034
H: -2.8566 -0.2251 -1.9693  0.143
H: -3.8818 -0.4340 0.9053  0.139
H: -3.2864 3.0351 -0.0060  0.138
O: 0.5345 1.7270 -0.1436  0.150
H: 3.1913 3.5469 0.1257  0.170
H: 2.2113 0.4846 1.9071  0.130
H: 0.9432 -1.5895 2.0268  0.107
H: -0.6695 -4.5875 0.7581  0.094
H: 0.5281 -3.9020 1.8818  0.097

Forces on atoms 1 to 3 (eV/Å):
-0.1 -0.1 0.2
0.0 0.0 0.0
0.2 0.1 -0.2

The spin multiplicity is 1. The SMILES is COc1ccc(C(=O)Nc2nnc(C3=COCCO3)o2)cc1. The calculation puts the HOMO-LUMO gap at 8.58 eV. The calculation puts the energy relative to the best compared isomer or geometry (same formula, charge and spin) at 92.9 kcal/mol.


DFT (ωB97M-V/def2-TZVPD) results for C17H32AlNO3SSbSe4Si as an isolated structure.

Each line ends with the Löwdin charge.
Element x y z (Å)
Al: 2.9611 0.6277 -0.2042  -0.762
Se: 6.1086 1.1091 -3.5871  -0.201
Sb: 5.2184 2.3638 -1.7314  -0.195
Se: 5.2341 0.8335 0.3457  0.171
Se: 2.6390 2.2203 -1.8783  0.232
Se: 5.9149 4.5779 -1.1799  -0.218
C: -0.8834 -1.5553 -2.2432  -0.018
C: -0.9902 -0.0664 -1.9333  -0.621
C: -0.5447 0.7638 -3.1272  -0.039
C: -2.4187 0.2919 -1.5378  -0.022
O: -0.0723 0.2354 -0.8679  -0.181
Si: -0.2787 0.2068 0.7535  -0.096
S: 1.6326 0.4262 1.6071  0.527
O: -1.3621 1.3115 1.2920  -0.154
C: -1.2996 2.7440 1.4352  -0.638
C: -0.4903 3.3749 0.3118  -0.029
C: -2.7480 3.2132 1.3820  -0.031
C: -0.6860 3.0674 2.7923  -0.034
O: -0.9600 -1.2487 1.1093  -0.152
C: -1.6193 -1.7033 2.2973  -0.643
C: -0.9760 -1.1142 3.5490  -0.041
C: -1.4692 -3.2194 2.2942  -0.033
C: -3.0894 -1.3088 2.2104  -0.028
H: -1.5729 -1.8243 -3.0461  0.088
H: -1.1234 -2.1427 -1.3562  0.081
H: 0.1307 -1.7979 -2.5643  0.077
H: -1.1801 0.5584 -3.9913  0.088
H: 0.4908 0.5377 -3.3808  0.063
H: -0.5994 1.8274 -2.8920  0.079
H: -3.0927 0.0775 -2.3694  0.091
H: -2.4950 1.3516 -1.2943  0.075
H: -2.7420 -0.2852 -0.6702  0.074
H: -0.9096 3.1174 -0.6623  0.080
H: 0.5486 3.0463 0.3320  0.047
H: -0.4973 4.4615 0.4129  0.096
H: -3.1948 2.9564 0.4206  0.077
H: -2.8031 4.2949 1.5143  0.086
H: -3.3281 2.7332 2.1721  0.083
H: 0.3392 2.7028 2.8426  0.058
H: -1.2675 2.5973 3.5883  0.083
H: -0.6802 4.1463 2.9569  0.088
H: 0.0845 -1.3626 3.5874  0.076
H: -1.4637 -1.5143 4.4403  0.089
H: -1.0762 -0.0285 3.5613  0.071
H: -0.4134 -3.4897 2.3418  0.085
H: -1.8939 -3.6335 1.3783  0.084
H: -1.9828 -3.6605 3.1504  0.084
H: -3.1816 -0.2246 2.1549  0.076
H: -3.6333 -1.6694 3.0859  0.086
H: -3.5404 -1.7449 1.3170  0.085
C: 2.8498 -3.6030 -2.3874  -0.054
C: 3.5087 -2.5096 -2.9245  -0.025
C: 3.4807 -1.3088 -2.2421  -0.113
N: 2.8282 -1.1770 -1.0790  -0.020
C: 2.1868 -2.2278 -0.5599  -0.107
C: 2.1779 -3.4603 -1.1827  -0.049
H: 2.8589 -4.5566 -2.8997  0.108
H: 4.0499 -2.5656 -3.8580  0.115
H: 3.9996 -0.4368 -2.6338  0.004
H: 1.6715 -2.0533 0.3763  0.083
H: 1.6447 -4.2832 -0.7287  0.109

Forces on atoms 1 to 3 (eV/Å):
0.0 0.0 0.1
0.0 0.0 0.0
-0.1 0.0 0.1

The spin multiplicity is 1. The calculation puts the HOMO-LUMO gap at 6.53 eV. The calculation puts the energy relative to the best compared isomer or geometry (same formula, charge and spin) at 0.0 kcal/mol. Its net charge is -1.